[1]
Density functional theory data (ωB97M-V/def2-TZVPD) for C22H35As3BN7O2Pt as an isolated structure.

Output
Energy above the lowest of the compared OMol25 structures with the same formula, charge and spin ... 46.8 kcal/mol
F_max ... 0.48 eV/A
Total charge ... +2
HOMO level (alpha / beta) ... -13.45 / -14.52 eV
Orbital gap (alpha / beta) ... 8.7 / 5.6 eV
Energy ... -8243.83563 Eh
Spin multiplicity ... 5

CARTESIAN COORDINATES (ANGSTROEM)
Pt  2.315  -0.394  -0.800
C  -1.093  3.174  2.120
As  -1.597  1.744  0.905
C  -1.621  0.140  1.993
C  -3.444  2.039  0.436
C  -4.459  2.422  1.304
C  -5.757  2.507  0.822
C  -6.036  2.212  -0.508
C  -5.021  1.842  -1.379
C  -3.719  1.769  -0.901
As  -2.122  1.392  -1.918
C  -1.755  3.106  -2.755
C  -2.636  0.237  -3.405
H  -1.592  3.038  3.080
H  -1.385  4.127  1.685
H  -0.014  3.155  2.255
H  -2.466  0.200  2.678
H  -0.684  0.063  2.540
H  -1.731  -0.729  1.348
H  -4.254  2.643  2.345
H  -6.559  2.796  1.488
H  -7.054  2.279  -0.870
H  -5.254  1.633  -2.416
H  -2.613  3.398  -3.359
H  -0.871  3.040  -3.387
H  -1.586  3.852  -1.981
H  -3.721  0.216  -3.489
H  -2.265  -0.770  -3.233
H  -2.208  0.630  -4.325
C  0.331  -4.046  -0.033
As  0.899  -3.407  -1.741
C  2.554  -4.219  -2.249
C  -0.393  -3.874  -3.072
O  0.941  -1.703  -1.768
H  0.434  -5.130  -0.002
H  -0.708  -3.764  0.121
H  0.970  -3.612  0.736
H  2.358  -5.281  -2.400
H  3.299  -4.100  -1.469
H  2.894  -3.774  -3.182
H  -0.584  -4.946  -3.045
H  -0.008  -3.597  -4.052
H  -1.315  -3.333  -2.871
B  2.768  -3.721  2.299
C  3.052  -2.637  1.200
N  3.133  -1.799  0.409
H  1.747  -3.306  2.840
H  3.691  -3.776  3.066
H  2.529  -4.762  1.735
N  1.761  0.957  -2.334
C  1.589  1.252  -3.432
C  1.325  1.571  -4.779
C  0.570  0.629  -5.510
N  -0.056  -0.183  -6.037
C  1.767  2.781  -5.334
N  2.110  3.788  -5.784
C  3.602  1.413  5.266
N  2.989  1.107  3.984
C  3.019  1.973  2.820
C  2.369  1.068  1.791
O  2.261  1.353  0.563
N  1.979  -0.064  2.341
C  2.419  -0.049  3.624
N  2.292  -1.096  4.418
H  4.237  2.287  5.152
H  4.237  0.588  5.593
H  2.852  1.622  6.029
H  4.040  2.229  2.532
H  2.458  2.898  2.972
H  2.073  -1.994  3.996
H  2.717  -1.106  5.330

Here are the Löwdin charges for atoms 1 to 6, given in e: 1.2052 -0.2498 1.1814 -0.2466 -0.4462 -0.0772

[2]
Density functional theory data (ωB97M-V/def2-TZVPD) for C5H7I as an isolated structure at a distorted geometry.

Output
Energy above the lowest of the compared OMol25 structures with the same formula, charge and spin ... 51.3 kcal/mol
F_max ... 5.15 eV/A
Total charge ... 0
HOMO level ... -8.56 eV
Orbital gap ... 9.1 eV
Energy ... -492.26657 Eh

CARTESIAN COORDINATES (ANGSTROEM)
C  -0.390  -0.154  -0.015
C  -1.574  0.094  0.924
C  -1.407  0.246  -1.102
C  -2.605  0.157  0.008
C  1.457  0.222  -0.106
I  -4.668  0.011  -0.015
H  -0.155  -1.262  0.060
H  -1.637  0.131  2.024
H  -1.237  1.278  -1.482
H  -1.496  -0.372  -2.045
H  1.467  0.172  -1.181
H  1.739  -0.652  0.431
H  1.716  1.235  0.314

Here are the Löwdin charges for atoms 1 to 6, given in e: -0.2416 -0.1582 -0.2024 -0.7463 0.0184 0.8110

[3]
Density functional theory data (ωB97M-V/def2-TZVPD) for C28H10BrF4N6OZr as an isolated structure at a distorted geometry.

Output
F_max ... 2.22 eV/A
Total charge ... +3
HOMO level ... -17.06 eV
Orbital gap ... 5.1 eV
Energy ... -4496.23359 Eh

CARTESIAN COORDINATES (ANGSTROEM)
Zr  -1.099  -0.020  -0.740
Br  4.788  3.983  0.747
C  3.415  2.869  0.060
C  3.731  1.841  -0.844
C  2.733  1.050  -1.373
C  1.385  1.243  -1.033
O  0.434  0.524  -1.650
C  1.053  2.297  -0.104
C  -0.298  2.717  0.123
N  -1.341  1.992  -0.201
C  -2.637  2.526  -0.400
C  -3.036  3.830  -0.150
C  -4.317  4.268  -0.512
C  -5.214  3.422  -1.116
C  -4.861  2.076  -1.378
C  -5.734  1.147  -1.982
C  -5.303  -0.145  -2.201
C  -3.999  -0.509  -1.861
N  -3.130  0.343  -1.298
C  -3.556  1.625  -1.027
C  2.097  3.094  0.415
H  4.758  1.688  -1.143
H  2.957  0.281  -2.102
H  -0.424  3.742  0.484
H  -2.376  4.535  0.331
H  -4.594  5.292  -0.310
H  -6.199  3.770  -1.390
H  -6.729  1.454  -2.274
H  -5.960  -0.876  -2.646
H  -3.643  -1.524  -2.054
H  1.862  3.902  1.097
F  0.335  -1.184  0.668
C  1.268  -2.246  1.005
C  2.300  -1.831  1.795
F  2.332  -0.532  2.081
C  3.287  -2.744  2.280
C  3.043  -4.123  1.948
C  2.012  -4.510  1.117
F  1.872  -5.784  0.825
C  1.089  -3.580  0.545
C  0.125  -3.964  -0.418
C  -0.685  -2.988  -0.930
N  -1.320  -2.066  -1.286
C  0.039  -5.273  -0.975
N  -0.006  -6.297  -1.479
F  3.835  -5.039  2.449
C  4.414  -2.332  3.004
C  4.654  -0.974  3.310
N  4.856  0.131  3.541
C  5.444  -3.216  3.397
N  6.341  -3.883  3.650

Here are the Löwdin charges for atoms 1 to 6, given in e: 2.0178 0.8679 -0.6350 -0.0389 0.0301 -0.2877

[4]
Density functional theory data (ωB97M-V/def2-TZVPD) for one molecule with the formula C17H20N2O2.

Output
Energy above the lowest of the compared OMol25 structures with the same formula, charge and spin ... 2.4 kcal/mol
F_max ... 0.50 eV/A
Total charge ... 0
SMILES string ... CCCCOc1ccc(C(=O)NCc2ccccn2)cc1
HOMO level ... -8.65 eV
Orbital gap ... 9.5 eV
Energy ... -919.81052 Eh

CARTESIAN COORDINATES (ANGSTROEM)
C  -5.105  3.627  -3.376
C  -4.921  4.166  -1.962
C  -3.500  3.988  -1.429
C  -3.121  2.525  -1.222
O  -1.864  2.503  -0.571
C  -1.296  1.309  -0.274
C  -1.853  0.063  -0.550
C  -1.173  -1.086  -0.196
C  0.054  -1.030  0.453
C  0.725  -2.314  0.795
O  0.576  -3.328  0.137
N  1.486  -2.282  1.916
C  2.269  -3.418  2.352
C  3.727  -3.234  2.016
C  4.141  -3.142  0.690
C  5.486  -2.948  0.429
C  6.367  -2.855  1.496
C  5.853  -2.958  2.779
N  4.568  -3.137  3.036
C  0.615  0.219  0.715
C  -0.048  1.370  0.354
H  -4.984  2.548  -3.404
H  -4.378  4.074  -4.051
H  -6.101  3.864  -3.741
H  -5.625  3.671  -1.289
H  -5.156  5.233  -1.957
H  -2.785  4.443  -2.116
H  -3.406  4.495  -0.467
H  -3.052  2.002  -2.184
H  -3.877  2.026  -0.600
H  -2.809  -0.022  -1.043
H  -1.593  -2.056  -0.418
H  1.599  -1.420  2.423
H  1.870  -4.288  1.822
H  2.162  -3.554  3.431
H  3.417  -3.227  -0.106
H  5.843  -2.874  -0.588
H  7.424  -2.707  1.337
H  6.495  -2.891  3.648
H  1.591  0.302  1.173
H  0.379  2.343  0.543

Here are the Löwdin charges for atoms 1 to 6, given in e: -0.1119 -0.2641 -0.1852 -0.2128 -0.0381 -0.2632